Record 1
The following is a quantum chemistry calculation of a molecular structure, C41H56KN2OSSbSi3Te, from the OMol25 dataset.

HOMO-LUMO gap = 5.994 eV
energy = -4155.57795 Eh

Structure (XYZ):
```
107
Properties=species:S:1:pos:R:3:forces:R:3
K -0.057 -1.121 -1.624 0.12 -0.11 0.04
C 0.655 1.392 0.383 0.04 0.00 -0.04
Sb 2.631 0.454 0.607 -0.08 0.02 -0.02
C 2.738 -1.013 -0.895 -0.03 0.05 0.01
C 2.674 -2.471 -0.784 -0.06 -0.03 -0.04
C 3.856 -3.248 -0.842 -0.01 -0.07 -0.02
C 3.814 -4.625 -0.831 0.07 0.06 0.00
C 2.584 -5.265 -0.741 -0.08 0.00 0.01
C 1.462 -4.460 -0.685 0.00 -0.05 0.01
N 1.484 -3.128 -0.716 0.03 0.14 -0.02
Si 3.685 -0.337 -2.303 -0.01 -0.04 0.00
C 3.448 -1.452 -3.812 0.02 -0.01 0.00
C 5.550 -0.078 -2.119 0.01 0.01 0.03
C 2.989 1.363 -2.771 0.03 0.01 0.02
C 2.163 -0.358 2.647 0.05 0.03 -0.04
C 0.775 -0.917 2.685 0.01 -0.07 -0.05
C 0.030 -1.029 3.868 0.03 0.04 0.05
C -1.211 -1.637 3.852 -0.03 0.01 0.03
C -1.698 -2.158 2.663 0.03 0.02 -0.03
C -0.894 -2.021 1.543 -0.01 -0.14 0.06
N 0.280 -1.404 1.537 -0.04 0.04 0.01
Si 2.519 1.141 3.762 0.00 0.02 0.02
C 1.488 2.641 3.288 0.01 0.01 -0.03
C 4.327 1.630 3.631 -0.01 0.00 0.03
C 2.156 0.939 5.606 -0.02 -0.03 0.01
Si 3.364 -1.797 3.023 0.02 -0.04 -0.05
C 4.971 -1.617 2.075 0.00 -0.03 0.03
C 3.785 -1.932 4.855 0.03 -0.01 0.01
C 2.542 -3.428 2.626 0.00 -0.02 -0.02
H 0.823 2.460 0.224 0.02 -0.05 0.03
H 0.017 1.261 1.257 0.01 -0.03 0.00
H 0.131 1.024 -0.497 -0.03 0.09 0.01
H 4.806 -2.732 -0.885 0.00 -0.02 -0.02
H 4.733 -5.198 -0.877 0.00 0.00 0.00
H 2.495 -6.342 -0.719 0.00 0.00 0.01
H 0.476 -4.914 -0.616 0.00 0.00 -0.01
H 3.843 -2.454 -3.628 -0.01 0.00 -0.01
H 3.965 -1.046 -4.686 0.00 0.01 0.01
H 2.391 -1.560 -4.074 0.00 0.01 0.01
H 6.071 -1.027 -1.961 0.00 0.01 0.00
H 5.759 0.560 -1.256 0.00 -0.01 -0.01
H 5.985 0.397 -3.003 0.00 0.00 0.00
H 1.928 1.292 -3.033 0.01 0.01 -0.01
H 3.519 1.781 -3.632 -0.01 -0.01 0.00
H 3.081 2.083 -1.952 -0.01 0.00 -0.01
H 0.436 -0.662 4.799 0.00 -0.01 -0.02
H -1.783 -1.721 4.769 0.00 0.00 -0.01
H -2.652 -2.664 2.604 0.01 -0.01 0.00
H -1.194 -2.476 0.601 -0.04 0.04 -0.01
H 1.729 3.034 2.300 0.00 0.00 0.01
H 1.686 3.430 4.020 0.00 -0.01 -0.01
H 0.418 2.422 3.318 0.00 0.00 -0.01
H 4.639 1.778 2.596 0.00 -0.01 0.02
H 4.995 0.900 4.091 0.01 -0.02 0.01
H 4.463 2.577 4.161 0.00 -0.01 0.01
H 1.095 1.070 5.828 0.02 0.02 0.01
H 2.693 1.739 6.126 -0.01 0.01 0.00
H 2.486 -0.006 6.036 -0.04 0.04 -0.01
H 5.536 -0.740 2.393 0.02 0.04 0.00
H 4.807 -1.548 0.998 -0.01 0.04 0.04
H 5.591 -2.500 2.258 -0.01 0.01 0.02
H 4.300 -1.063 5.266 0.02 0.00 -0.01
H 4.439 -2.798 4.992 0.00 0.00 -0.03
H 2.886 -2.110 5.449 0.02 0.00 0.00
H 2.170 -3.477 1.605 0.02 0.00 0.01
H 1.699 -3.608 3.299 0.01 0.00 0.01
H 3.264 -4.236 2.770 -0.01 0.00 -0.01
Te -1.327 1.991 -3.294 -0.02 0.07 -0.07
C -1.261 3.818 -2.250 0.05 -0.05 0.06
C -1.345 3.828 -0.860 -0.09 -0.02 -0.02
C -1.322 5.033 -0.172 0.03 0.00 0.00
C -1.208 6.228 -0.868 0.02 0.00 0.00
C -1.110 6.218 -2.253 0.00 0.00 0.00
C -1.130 5.016 -2.945 -0.05 0.02 -0.02
C -3.414 2.021 -3.632 0.02 -0.04 0.00
C -4.300 2.557 -2.704 -0.03 -0.03 -0.05
C -5.664 2.562 -2.965 0.02 0.05 -0.01
C -6.153 2.034 -4.151 0.03 0.05 -0.01
C -5.271 1.494 -5.076 -0.04 -0.05 0.01
C -3.907 1.484 -4.817 0.04 0.02 -0.02
H -1.412 2.893 -0.317 -0.05 0.07 -0.03
H -1.381 5.036 0.909 0.00 0.00 0.00
H -1.182 7.167 -0.331 -0.01 0.00 0.00
H -1.012 7.149 -2.797 0.00 0.00 0.00
H -1.049 5.009 -4.024 0.00 0.00 0.00
H -3.930 2.985 -1.781 0.03 0.04 0.04
H -6.345 2.988 -2.239 0.00 0.00 0.01
H -7.216 2.048 -4.355 0.00 0.01 0.00
H -5.641 1.085 -6.008 0.00 0.00 0.01
H -3.226 1.077 -5.556 -0.01 0.01 0.01
C -3.757 0.168 0.299 0.04 0.00 -0.01
S -3.617 -1.425 -0.518 -0.04 0.06 -0.05
O -2.715 -1.176 -1.690 -0.03 -0.09 0.10
C -5.289 -1.509 -1.140 -0.01 0.01 0.01
C -5.604 -0.933 -2.359 0.01 0.02 -0.01
C -6.910 -1.018 -2.818 -0.02 -0.04 0.00
C -7.877 -1.669 -2.063 0.00 0.00 0.00
C -7.546 -2.244 -0.843 -0.01 0.00 0.01
C -6.241 -2.172 -0.379 0.01 -0.02 0.00
H -4.020 0.909 -0.457 0.01 -0.03 0.03
H -2.781 0.381 0.738 -0.01 0.02 0.00
H -4.516 0.111 1.079 0.00 -0.01 0.00
H -4.834 -0.433 -2.934 0.01 0.00 -0.02
H -7.171 -0.573 -3.769 0.01 -0.02 0.01
H -8.893 -1.734 -2.429 0.00 0.00 0.00
H -8.298 -2.758 -0.260 0.00 0.00 0.00
H -5.962 -2.636 0.560 0.00 0.00 -0.01
```
Forces are in eV/Å.

Atom charges from the Löwdin analysis, given in e for atoms 1 to 6:
1. K 0.62
2. C -0.35
3. Sb 1.40
4. C -0.59
5. C -0.46
6. C -0.07

Record 2
The following is a quantum chemistry calculation of a molecular structure, C41H57CsN5, from the OMol25 dataset.

HOMO-LUMO gap = 5.459 eV
charge = -1
energy = -1890.44990 Eh

Structure (XYZ):
```
104
Properties=species:S:1:pos:R:3:forces:R:3
Cs 0.012 -0.021 0.607 -0.18 0.11 0.27
C -2.721 -0.368 3.881 0.03 -0.07 -0.14
C -2.301 1.054 4.229 0.11 0.08 -0.04
N -1.744 1.778 3.096 -0.01 0.05 -0.01
C -0.879 2.883 3.460 0.11 -0.07 0.03
C 0.392 2.379 4.126 -0.10 0.00 -0.04
C 0.988 3.066 5.175 -0.08 -0.04 -0.07
C 2.118 2.511 5.757 0.05 0.15 0.14
C 2.593 1.298 5.304 0.02 -0.20 -0.09
C 1.930 0.670 4.247 -0.04 -0.07 -0.01
C 2.381 -0.682 3.710 -0.03 0.16 -0.02
N 1.353 -1.431 3.037 0.15 -0.26 0.25
C 0.544 -2.305 3.855 0.00 0.01 -0.16
C -0.675 -1.617 4.465 -0.07 0.18 -0.11
N -1.615 -1.199 3.429 0.05 0.03 0.07
N 0.871 1.226 3.669 0.03 0.00 -0.09
H -3.459 -0.330 3.073 0.02 0.01 -0.01
H -3.237 -0.786 4.760 -0.01 -0.03 0.07
H -1.540 1.019 5.012 0.02 -0.01 -0.04
H -3.162 1.571 4.677 -0.07 0.01 0.01
H -2.462 2.076 2.449 0.00 -0.02 -0.01
H -1.348 3.617 4.133 -0.05 0.01 0.05
H -0.610 3.426 2.551 0.01 -0.03 -0.03
H 0.560 3.992 5.537 0.03 -0.01 0.00
H 2.607 3.015 6.583 0.00 -0.01 -0.02
H 3.450 0.820 5.764 -0.01 0.02 0.00
H 2.843 -1.242 4.540 0.01 0.01 0.05
H 3.172 -0.507 2.972 0.00 0.02 -0.01
H 1.781 -1.886 2.219 -0.08 0.02 0.05
H 1.124 -2.774 4.669 0.00 0.02 0.05
H 0.193 -3.124 3.218 0.00 -0.01 0.02
H -0.344 -0.730 5.010 0.00 -0.01 -0.04
H -1.145 -2.282 5.208 -0.01 -0.07 0.01
H -1.973 -2.015 2.948 -0.01 -0.01 0.02
C -2.825 1.657 -1.353 0.19 -0.22 0.05
C -2.789 0.325 -1.850 0.06 0.16 0.07
C -1.470 0.108 -2.368 -0.04 0.13 -0.07
C -0.756 1.323 -2.171 -0.15 -0.03 -0.24
C -1.576 2.272 -1.548 -0.12 -0.10 0.00
C -1.233 3.720 -1.266 0.06 -0.06 0.05
C 0.249 3.862 -0.907 0.07 0.02 0.06
C -2.071 4.264 -0.107 -0.05 0.02 0.05
C -1.517 4.586 -2.502 0.02 0.00 -0.09
C -0.806 -1.037 -3.154 -0.02 0.05 0.14
C -1.229 -2.456 -2.756 0.06 -0.08 0.10
C 0.712 -1.003 -2.923 0.05 -0.04 -0.02
C -1.035 -0.857 -4.663 -0.10 0.02 -0.04
C -4.027 -0.577 -1.781 0.15 0.03 0.01
C -5.247 0.209 -1.280 -0.03 0.04 0.00
C -3.836 -1.726 -0.776 0.00 -0.01 0.09
C -4.424 -1.116 -3.162 -0.03 -0.02 -0.08
H -3.688 2.136 -0.912 0.00 -0.02 0.01
H 0.269 1.494 -2.472 0.01 0.01 -0.01
H 0.494 3.293 -0.003 -0.04 0.02 -0.01
H 0.507 4.911 -0.724 0.00 -0.02 -0.01
H 0.894 3.488 -1.705 -0.04 0.02 -0.01
H -1.925 3.659 0.790 0.02 0.01 -0.01
H -3.136 4.243 -0.348 0.03 0.01 -0.01
H -1.795 5.300 0.121 -0.01 -0.02 0.00
H -0.921 4.239 -3.350 -0.01 0.01 0.02
H -1.278 5.641 -2.314 -0.01 -0.03 -0.01
H -2.569 4.508 -2.783 0.02 0.00 0.01
H -1.007 -2.647 -1.700 0.03 0.02 -0.03
H -0.652 -3.181 -3.339 -0.01 0.00 -0.01
H -2.281 -2.671 -2.915 0.07 0.01 -0.02
H 0.955 -1.066 -1.859 0.06 -0.06 -0.14
H 1.181 -0.102 -3.317 -0.03 -0.03 -0.01
H 1.185 -1.862 -3.411 0.01 0.03 -0.01
H -2.094 -0.928 -4.922 0.04 0.01 0.02
H -0.489 -1.617 -5.236 -0.01 0.01 0.02
H -0.686 0.131 -4.971 0.00 -0.03 0.00
H -5.087 0.601 -0.274 0.00 -0.03 -0.01
H -6.118 -0.454 -1.251 0.01 0.02 0.00
H -5.475 1.049 -1.939 0.01 -0.02 0.00
H -3.659 -1.303 0.218 -0.03 -0.01 -0.01
H -2.986 -2.358 -1.016 -0.03 0.01 -0.01
H -4.729 -2.360 -0.722 0.01 0.02 -0.01
H -4.637 -0.278 -3.831 -0.01 -0.01 0.02
H -5.324 -1.739 -3.090 0.01 0.01 0.00
H -3.644 -1.710 -3.633 -0.06 0.06 0.03
N 2.681 -1.720 0.617 0.01 -0.02 -0.27
C 3.280 -1.835 -0.475 0.00 0.10 0.03
C 3.605 -3.193 -1.088 -0.02 0.09 0.03
C 2.596 -4.144 -1.205 -0.03 -0.07 0.02
C 2.864 -5.422 -1.676 0.03 0.07 0.01
C 4.163 -5.779 -2.025 0.00 0.08 0.03
C 5.180 -4.840 -1.914 -0.10 0.04 0.05
C 4.895 -3.554 -1.464 0.08 -0.04 -0.03
C 3.696 -0.617 -1.315 0.01 -0.12 0.09
C 4.048 -0.687 -2.661 -0.02 0.02 -0.11
C 4.279 0.467 -3.406 -0.01 -0.05 0.09
C 4.169 1.716 -2.814 -0.03 -0.07 0.09
C 3.839 1.798 -1.463 0.03 -0.05 0.01
C 3.615 0.644 -0.727 -0.02 0.11 -0.05
H 1.594 -3.862 -0.901 0.00 -0.02 0.00
H 2.059 -6.143 -1.766 0.02 0.00 0.00
H 4.378 -6.781 -2.377 0.00 0.00 -0.01
H 6.198 -5.108 -2.175 0.00 0.00 -0.02
H 5.690 -2.818 -1.396 0.00 -0.03 0.02
H 4.103 -1.653 -3.150 0.01 0.03 0.02
H 4.528 0.386 -4.457 0.00 -0.01 -0.01
H 4.327 2.616 -3.395 0.02 0.01 0.00
H 3.751 2.768 -0.986 0.00 0.00 -0.01
H 3.342 0.685 0.323 0.00 -0.02 -0.02
```
Forces are in eV/Å.

Atom charges from the Löwdin analysis, given in e for atoms 1 to 6:
1. Cs 0.93
2. C -0.22
3. C -0.22
4. N -0.07
5. C -0.17
6. C -0.27